{"formula": "C10H5BrDyNO5", "method": "wB97M-V/def2-TZVPD", "charge": 2, "spin_multiplicity": 6, "de_lowest_kj_mol": 0.0, "s_squared": 9.35, "lumo_ev": [-9.643, -9.431], "homo_lumo_gap_ev": [5.7436, 5.9558], "mol_weight_g_mol": 461.6, "max_force_ev_per_a": 7.2, "symbols": ["C", "H", "H", "O", "C", "O", "H", "C", "C", "O", "C", "C", "N", "H", "C", "Dy", "O", "C", "Br", "C", "C", "O", "H"], "coordinates": [[-4.990855, 0.473000, 0.415811], [1.109226, 1.258621, -0.961515], [-3.112106, 1.079005, 1.280262], [4.721931, 0.343831, -2.531919], [3.695731, 0.300050, -2.001836], [-2.060304, -2.016896, 1.851337], [-6.646786, -0.282931, -0.736384], [-0.669967, 1.628091, 0.091270], [-0.613713, -0.118505, -2.418502], [1.683702, 1.228801, 2.842868], [-4.792675, -1.096705, -1.411317], [-1.281313, -1.490578, 1.176051], [-2.864719, -0.254020, -0.340336], [-2.751591, -1.711999, -1.844919], [1.374428, 0.722152, 1.855425], [0.412077, -0.380541, -0.260028], [-0.966662, 0.059220, -3.510344], [-5.570535, -0.296074, -0.590049], [-6.073753, 1.551772, 1.509123], [-3.401731, -1.062942, -1.241062], [-3.585538, 0.484536, 0.506554], [-0.992976, 2.748049, 0.129857], [-5.212041, -1.717592, -2.197785]], "forces_ev_per_angstrom": [[0.645, 0.197, -0.259], [-0.398, 0.175, 0.315], [0.206, -0.020, -0.164], [-3.970, -0.055, 2.037], [3.812, -0.137, -1.935], [3.259, 2.023, -2.758], [0.118, 0.030, 0.131], [-1.682, 6.442, 0.299], [-2.093, 1.141, -6.747], [-1.216, -2.037, -4.121], [0.905, -0.030, -0.091], [-3.752, -2.376, 3.857], [1.837, 0.003, 0.450], [-0.234, 0.393, 0.252], [1.458, 2.248, 4.529], [1.373, -1.473, -0.328], [1.608, -0.801, 5.297], [-0.387, -0.212, -0.149], [0.338, -0.206, -0.066], [-1.336, -0.096, -0.308], [-1.594, -0.247, -0.378], [1.208, -5.068, -0.100], [-0.108, 0.106, 0.239]]}

=====

{"formula": "C14H27AlBBrCl2CsF4N5NaO6", "method": "wB97M-V/def2-TZVPD", "charge": 1, "lumo_ev": -6.496, "homo_lumo_gap_ev": 1.9566, "mol_weight_g_mol": 781.9, "max_force_ev_per_a": 5.3, "symbols": ["C", "H", "Cs", "H", "C", "H", "C", "H", "H", "H", "N", "C", "H", "H", "Cl", "C", "C", "C", "H", "B", "C", "Br", "F", "H", "H", "H", "H", "H", "O", "O", "N", "O", "Cl", "Al", "O", "C", "H", "H", "C", "Na", "H", "H", "F", "H", "H", "H", "N", "H", "F", "N", "H", "C", "C", "F", "C", "N", "H", "H", "O", "O", "C", "H", "H"], "coordinates": [[1.371361, 0.343966, -2.762635], [-0.550830, -1.006546, 5.166077], [-5.594559, -1.814781, 1.940706], [0.153368, 3.335466, 0.624313], [1.013852, 0.884644, 4.030963], [3.077393, 0.770042, 1.649576], [1.691928, -4.573186, -5.149485], [1.166493, 2.521873, -2.063428], [1.804962, 3.794969, 1.059086], [-1.140589, -5.803931, -6.088753], [1.247227, 1.778759, 1.532988], [2.429702, 1.374741, 3.655600], [-0.300808, -3.070410, -2.887453], [0.566214, 0.298765, 3.241499], [-0.459475, 3.096380, -1.831569], [1.049596, 1.051948, 0.310901], [-0.454737, -5.210798, -5.494527], [-0.912712, -4.432348, -4.441216], [3.181182, 0.688689, 4.042196], [-3.494521, 1.714328, -3.414003], [1.348097, -3.764943, -4.076886], [3.558466, -1.587862, -1.309497], [-3.546800, 0.309135, -3.397312], [0.414564, 1.756209, 4.277039], [-1.645286, 2.186477, 6.577803], [2.767399, -4.627139, -5.450531], [-4.917289, -0.080221, 0.938517], [-0.608418, 1.035968, -2.877196], [2.070182, 1.160328, -0.536523], [-3.131799, 1.312367, 3.174546], [0.828955, -5.275689, -5.841258], [0.083217, 0.383200, 0.109295], [4.589926, -4.040731, -6.138525], [1.045856, 0.933645, 8.053250], [-1.452402, 1.263934, 6.365871], [-3.387127, 0.651546, 2.176200], [-1.966740, -4.404876, -4.201227], [2.824483, 1.767207, -2.278258], [1.023234, 0.087903, 5.276889], [3.962080, -0.613492, 1.619690], [-1.488743, 0.161625, 1.693396], [2.111560, -3.210680, -3.550508], [-2.296566, 2.115328, -4.031898], [-1.872659, 1.129498, 5.502674], [0.573880, 3.614751, 2.300162], [2.606201, 2.319008, 4.153616], [-0.035445, 0.199109, -3.016120], [3.155958, 2.478327, 1.976522], [-4.595303, 2.232864, -4.081201], [-4.684671, 0.462748, 1.740722], [-2.643130, -0.518120, 0.603276], [1.845701, 1.481803, -1.912112], [0.013531, -3.694087, -3.716829], [-3.495012, 2.153049, -2.056626], [2.558803, 1.583407, 2.128282], [-2.449005, 0.033029, 1.422740], [-5.420817, 0.908439, 2.263001], [1.871564, 0.476028, -3.722917], [0.399464, -1.075410, 5.339571], [1.646041, 0.470562, 6.282389], [0.938120, 3.208468, 1.359206], [1.745631, -0.596365, -2.300930], [-0.190749, -0.128916, -3.959140]], "forces_ev_per_angstrom": [[-1.678, 1.044, -1.254], [0.056, -0.108, -0.566], [-1.925, -4.832, 1.013], [-0.116, -0.028, -0.182], [0.439, -0.403, 0.376], [-0.981, 1.212, -0.206], [0.141, -0.141, -0.138], [0.126, -1.518, 0.499], [0.162, -0.041, -0.232], [-0.027, 0.029, 0.013], [0.325, -0.155, -0.339], [-0.262, -0.077, -0.089], [0.010, 0.071, -0.004], [-0.222, 0.120, -0.199], [-0.115, 0.468, 0.099], [-0.162, -0.019, -0.395], [-0.165, -0.117, -0.034], [0.105, -0.026, 0.028], [0.193, -0.107, 0.032], [0.004, 0.160, 0.175], [-0.003, 0.306, 0.222], [0.189, 0.006, 1.063], [-0.022, -0.511, 0.081], [-0.414, 0.128, -0.319], [-0.123, -0.065, 0.011], [-0.052, -0.017, -0.004], [0.764, 2.173, -1.123], [-0.240, -0.081, 0.508], [0.128, 1.424, 0.310], [-0.088, -0.374, 0.235], [-0.038, 0.095, 0.030], [-0.422, -0.204, 0.313], [-0.018, 0.070, 0.092], [-0.071, 0.007, 0.209], [0.320, -0.042, -0.214], [0.532, 0.385, -0.635], [-0.021, 0.018, -0.051], [0.362, -0.057, 0.295], [0.039, 0.342, 0.234], [1.105, -2.015, -1.222], [0.125, 0.137, -0.485], [0.066, 0.009, 0.033], [0.091, -0.089, -0.021], [-0.225, 0.198, 0.008], [-0.023, 0.037, 0.202], [0.110, 0.132, 0.142], [0.591, 0.295, -0.115], [0.415, -0.037, -0.195], [-0.082, 0.044, -0.003], [0.860, 2.117, 0.455], [0.179, 0.457, -0.322], [0.563, -0.123, -0.489], [-0.018, -0.105, -0.076], [-0.039, -0.019, 0.112], [-0.554, 0.652, 0.559], [-0.377, -0.424, 0.788], [0.077, 0.549, -0.285], [0.275, -0.435, -0.133], [-0.071, 0.037, 0.733], [0.081, -0.250, -0.210], [-0.324, 0.091, 0.369], [0.636, -0.176, 0.290], [-0.191, -0.216, 0.010]]}

=====

{"formula": "C19H44BrF3N11O19S", "method": "wB97M-V/def2-TZVPD", "charge": 1, "lumo_ev": -4.585, "homo_lumo_gap_ev": 7.4820, "mol_weight_g_mol": 899.6, "max_force_ev_per_a": 4.5, "symbols": ["H", "H", "C", "H", "H", "N", "H", "H", "C", "H", "N", "C", "H", "O", "H", "H", "H", "N", "C", "N", "F", "F", "O", "H", "O", "C", "O", "H", "O", "H", "H", "C", "H", "C", "C", "H", "O", "H", "C", "H", "O", "S", "O", "O", "O", "O", "O", "H", "N", "O", "H", "H", "H", "C", "C", "Br", "C", "O", "H", "H", "N", "H", "O", "O", "N", "H", "H", "H", "H", "H", "N", "H", "H", "O", "N", "F", "C", "H", "H", "H", "H", "N", "C", "C", "H", "C", "O", "C", "H", "O", "N", "H", "H", "C", "H", "H", "H", "C"], "coordinates": [[-2.938777, -4.651383, 2.399159], [1.874736, 2.336383, -0.388735], [0.683236, -1.650506, -1.828740], [-3.451881, 6.702961, 5.555250], [-2.790558, 2.998958, 1.125880], [3.071676, -0.794669, -1.948031], [4.737065, -2.624092, -0.266161], [6.724905, -2.058831, -3.997001], [1.166678, -3.119970, -1.959334], [-0.225436, -1.599964, -2.440069], [-2.774054, 2.953414, -0.994866], [-0.728286, -0.090474, -0.336792], [2.614143, 0.347061, -0.202398], [-1.559411, 2.876089, -0.967185], [4.077232, -2.247657, -6.541402], [0.993982, -3.717578, -1.064337], [-5.125032, -5.564353, 5.034619], [-3.354815, 2.907234, 3.734246], [1.670182, -0.671507, -2.477626], [-1.742873, 5.791775, 6.372374], [4.429902, -3.069545, -4.514479], [5.222485, -5.093111, -4.356487], [8.289676, -1.576046, -1.496811], [-3.316365, 0.992984, 4.599387], [-5.218566, 6.757743, 4.647390], [-2.657133, -4.784388, 1.366372], [-2.276651, -2.515421, 1.563402], [-3.757860, 2.335607, 5.699822], [-3.438673, 2.969958, -2.005039], [8.422591, -2.527948, -3.684440], [-7.435437, 7.600602, 2.806053], [7.395800, -2.615895, -3.350284], [-0.340958, 0.795052, -0.857597], [-0.908412, 0.309825, 1.155226], [0.248683, -1.276731, -0.393726], [-0.269199, -0.312739, 1.788353], [4.443064, -0.394696, -8.287671], [1.141630, -1.085209, 0.217963], [-4.992650, -4.534821, 5.345891], [5.149532, -2.839075, -7.844318], [-4.959861, 6.908330, 2.514850], [3.421426, -4.474089, -2.518614], [-4.835328, -2.482985, 4.308110], [-0.537149, 5.674421, 6.315142], [4.421280, -4.781004, -1.532518], [-3.878097, 3.996356, 3.720906], [-5.102332, -4.211269, 3.050281], [-7.111756, 8.219262, 4.453649], [2.615938, -3.021649, -2.358375], [-2.433817, 2.569594, 3.011932], [-4.173957, 2.173852, 0.335124], [-1.974205, -0.967822, -1.593437], [-0.709644, 1.366369, 1.323107], [-6.709191, 8.076831, 3.457757], [4.134887, -2.559948, -7.574239], [2.967116, 4.448816, -1.321068], [-3.503741, 3.029117, 0.299425], [-2.019493, -0.439595, -0.792854], [-3.499812, -5.131334, 0.776443], [1.705388, -0.903540, -3.548161], [-4.974924, -3.671578, 4.133304], [-6.365751, 9.016560, 3.035752], [2.424930, -5.506473, -2.640305], [2.797342, -1.500549, -9.136195], [3.756542, -1.387020, -8.407452], [7.096140, -3.657823, -3.276085], [-4.044036, -4.398028, 5.856828], [-4.061439, 3.961973, 0.300312], [-4.930478, 1.755734, 4.476721], [3.441391, -3.368441, -7.777454], [3.771682, -2.312414, -0.305904], [-0.214982, -2.177197, 0.030191], [-2.151694, 6.322844, 4.394736], [6.194107, -2.040116, -1.444455], [7.295304, -2.028123, -1.990164], [3.233510, -4.741076, -5.070702], [3.406089, 0.244298, -0.945930], [-5.819460, -4.205332, 5.967698], [1.271456, 0.339050, -2.405696], [4.384167, 0.084728, -0.504993], [-1.927219, 0.055967, 1.443507], [-2.241181, -3.465538, 0.821457], [2.349553, 2.595625, -1.335136], [-3.880642, 1.912095, 4.706668], [3.304514, -2.164141, 0.572822], [3.496540, 1.627091, -1.689444], [-1.887952, -3.432454, -0.347797], [4.168687, -4.347877, -4.232765], [4.470279, 2.083044, -1.508323], [-2.462395, 5.220459, 7.166445], [-5.531362, 7.171973, 3.548782], [0.640147, -3.582129, -2.793000], [-1.966148, 7.693976, 5.534584], [-2.385030, 6.702123, 5.385571], [-1.810598, -5.459995, 1.274107], [1.585601, 2.543138, -2.111367], [3.483405, 1.420664, -2.765469], [3.212077, -2.053789, -1.496171]], "forces_ev_per_angstrom": [[-0.015, 0.068, 0.001], [0.182, 0.376, 0.105], [-0.615, -0.226, 0.425], [0.226, -0.118, 0.077], [-0.183, 0.077, -0.531], [-2.287, -1.867, 3.453], [-0.292, -0.538, 0.002], [-0.059, -0.035, 0.028], [-0.537, 0.775, -0.813], [0.166, 0.127, -0.066], [-0.123, -0.057, -0.004], [0.212, -0.117, 1.589], [0.154, -0.494, 0.117], [0.159, -0.002, 0.038], [0.082, 0.111, 0.000], [0.294, 0.094, 0.039], [-0.014, 0.032, -0.059], [0.023, -0.079, 0.130], [-0.462, -0.213, -2.058], [-0.017, 0.089, -0.083], [0.610, 0.228, 0.235], [0.710, -0.256, 0.164], [0.043, 0.067, 0.124], [0.022, 0.036, -0.057], [-0.404, 0.039, -0.162], [0.081, -0.165, 0.021], [0.149, 0.114, 0.028], [-0.085, 0.076, -0.026], [0.005, -0.007, -0.063], [0.012, 0.035, 0.078], [0.061, 0.037, -0.085], [0.071, -0.060, -0.131], [-0.021, -0.221, -0.307], [0.054, -0.367, -0.416], [0.508, -0.371, -0.580], [0.047, 0.266, 0.051], [0.042, 0.052, 0.056], [-0.149, 0.204, 0.001], [-0.027, -0.220, 0.007], [0.026, 0.078, 0.056], [0.066, -0.014, -0.057], [-0.772, -3.598, 1.284], [0.025, 0.067, -0.017], [0.058, -0.048, 0.010], [0.247, 1.602, -0.882], [-0.035, 0.100, -0.056], [-0.025, 0.028, 0.052], [0.053, -0.044, 0.015], [1.160, -0.242, 0.909], [0.150, -0.124, 0.396], [-0.056, 0.051, -0.095], [-0.054, -0.001, -0.123], [-0.043, -0.057, 0.070], [-0.134, 0.071, 0.160], [-0.093, -0.219, -0.175], [-0.229, -0.454, 0.123], [0.251, 0.043, 0.262], [0.030, 0.196, -0.274], [0.043, -0.021, -0.041], [0.063, 0.140, 0.106], [-0.093, -0.021, 0.041], [-0.004, -0.051, -0.100], [0.095, 1.253, -0.540], [-0.038, 0.019, -0.015], [-0.029, -0.033, -0.065], [-0.067, 0.034, 0.021], [-0.047, 0.101, 0.045], [-0.065, -0.051, -0.061], [-0.017, 0.094, 0.050], [-0.022, 0.043, -0.054], [0.940, -0.726, 0.156], [-0.019, 0.579, -0.005], [0.049, 0.036, 0.003], [0.032, 0.008, -0.357], [0.150, 0.011, 0.090], [-0.197, -0.256, -0.326], [0.543, 2.310, -1.225], [0.064, 0.078, 0.034], [0.529, 0.107, 0.246], [-0.209, -0.578, 0.104], [-0.002, 0.256, -0.013], [-0.222, -0.222, 0.051], [0.239, -0.248, -0.577], [0.088, -0.209, 0.062], [-0.123, 0.653, -0.133], [-0.153, -0.371, -0.016], [-0.055, -0.250, -0.020], [-1.269, 0.762, 0.158], [-0.138, -0.032, 0.238], [-0.006, -0.098, 0.020], [-0.100, 0.019, 0.043], [0.210, -0.189, 0.091], [0.159, -0.069, -0.048], [-0.053, 0.109, 0.133], [-0.023, 0.010, -0.160], [-0.066, 0.204, 0.172], [0.008, 0.183, 0.066], [0.558, 1.489, -1.162]]}